[1]
This record from the Open Molecules 2025 dataset describes a molecular structure, C35H48Br61N3OP at a distorted geometry. The level of theory is the ωB97M-V functional and the def2-TZVPD basis.

The charge is +1. As for the HOMO energy: -10.13 eV. Its frontier orbital gap is 7.854 eV. The multiplicity is 1.

Each line ends with the Löwdin charge.
Geometry (Å):
C: -3.658 2.939 1.340  -0.0886
C: -3.918 1.440 0.842  -0.3173
C: -2.702 0.964 -0.073  -0.5884
Br: -3.143 1.287 -1.998  0.8167
N: -2.238 -0.433 0.213  -0.3007
C: -1.462 -0.660 1.495  -0.1122
C: -0.739 0.488 2.236  -0.3029
O: 0.701 0.482 2.073  -0.0810
C: -0.940 0.213 3.808  -0.2059
N: -0.432 1.290 4.657  0.0149
C: -1.284 -0.810 -0.924  -0.3630
C: -0.118 0.020 -1.092  0.0195
C: 0.807 -0.383 -2.166  -0.1253
C: 0.347 -1.588 -2.865  -0.1467
C: -0.870 -2.279 -2.591  -0.0783
N: -1.686 -1.866 -1.600  0.1041
P: -3.631 -1.601 0.339  1.0615
C: -3.174 -3.340 0.788  -0.3710
C: -3.997 -3.798 2.079  -0.1925
C: -5.018 -1.390 -0.830  -0.4737
C: -4.851 -1.964 -2.301  -0.1690
H: -2.917 3.483 0.707  0.0773
H: -4.615 3.520 1.276  0.0824
H: -3.313 2.939 2.407  0.0668
H: -4.882 1.474 0.295  0.0607
H: -3.994 0.842 1.779  0.0327
H: -1.924 1.748 0.087  0.0795
H: -2.136 -1.157 2.246  0.0985
H: -0.695 -1.444 1.257  0.1577
H: -1.099 1.535 2.096  0.1435
H: 0.932 1.422 1.949  -0.0137
H: -0.292 -0.688 4.008  0.0987
H: -1.988 -0.086 4.044  0.0734
H: 0.467 1.649 4.341  0.0047
H: -1.131 2.026 4.754  0.0475
H: 0.128 0.921 -0.501  0.1178
H: 1.752 0.176 -2.416  -0.0343
H: 0.994 -1.994 -3.677  0.0277
H: -1.109 -3.178 -3.195  0.1314
H: -2.093 -3.443 1.027  0.0815
H: -3.467 -4.058 -0.022  0.0580
H: -4.939 -3.215 2.211  0.0455
H: -4.175 -4.898 1.995  0.0735
H: -3.332 -3.649 2.966  0.0200
H: -5.361 -0.332 -0.963  0.0127
H: -5.912 -1.918 -0.412  -0.0219
H: -4.625 -3.060 -2.295  0.0495
H: -5.863 -1.868 -2.787  0.0620
H: -4.149 -1.376 -2.932  0.0356
C: 1.591 0.155 -6.152  -1.5594
Br: -0.301 -0.241 -6.152  0.6058
Br: 2.024 1.597 -7.363  0.6380
Br: 2.253 0.496 -4.361  0.7258
H: 2.103 -0.730 -6.514  -0.1145
C: -4.583 -3.151 6.037  -1.6069
Br: -6.177 -4.144 5.585  0.5888
Br: -3.004 -4.259 6.021  0.5594
Br: -4.357 -1.591 4.919  0.5776
H: -4.708 -2.793 7.052  -0.1145
C: 3.715 -3.751 -6.364  -1.5892
Br: 4.597 -5.121 -5.335  0.5767
Br: 1.804 -3.725 -6.047  0.6040
Br: 4.507 -2.021 -6.082  0.6008
H: 3.859 -4.000 -7.411  -0.0412
C: 0.853 -0.848 6.943  -1.6103
Br: 2.225 -0.184 8.132  0.5940
Br: 1.499 -2.299 5.837  0.5856
Br: -0.753 -1.338 7.903  0.5461
H: 0.587 -0.031 6.274  -0.0844
C: 3.345 3.374 3.932  -1.5807
Br: 2.665 3.315 2.119  0.6067
Br: 2.539 4.807 4.947  0.5195
Br: 3.168 1.669 4.827  0.6243
H: 4.405 3.587 3.865  -0.1345
C: -2.487 -3.934 10.513  -1.5944
Br: -1.084 -4.448 9.286  0.5285
Br: -3.989 -3.119 9.605  0.6053
Br: -3.042 -5.410 11.628  0.5942
H: -2.070 -3.179 11.171  -0.0232
C: 8.039 -2.697 -8.512  -1.5777
Br: 8.644 -2.633 -6.678  0.5807
Br: 6.836 -4.183 -8.819  0.5521
Br: 7.263 -1.016 -9.071  0.5518
H: 8.914 -2.865 -9.130  -0.0188
C: 6.632 3.516 1.388  -1.5529
Br: 5.925 3.443 -0.409  0.5405
Br: 5.854 4.971 2.395  0.5771
Br: 6.443 1.824 2.307  0.5988
H: 7.694 3.717 1.306  -0.0214
C: -5.542 3.322 -4.087  -1.6675
Br: -7.266 4.071 -4.540  0.5723
Br: -4.961 2.009 -5.383  0.5474
Br: -4.211 4.697 -3.813  0.5653
H: -5.660 2.802 -3.141  -0.0831
C: -7.141 2.184 3.791  -1.5814
Br: -5.746 2.739 5.011  0.5723
Br: -6.553 0.732 2.655  0.5787
Br: -8.780 1.752 4.716  0.6067
H: -7.353 3.028 3.144  -0.0221
C: -8.599 -0.622 -1.768  -1.5825
Br: -10.492 -1.002 -1.810  0.6052
Br: -8.123 0.841 -2.937  0.5952
Br: -7.959 -0.311 0.030  0.5300
H: -8.089 -1.505 -2.140  -0.0389
C: -8.074 -4.993 0.549  -1.5761
Br: -7.727 -6.174 2.038  0.5848
Br: -8.962 -3.369 1.111  0.5714
Br: -6.469 -4.630 -0.466  0.6561
H: -8.755 -5.512 -0.117  -0.0238
C: 4.569 -4.270 -1.129  -1.6070
Br: 3.323 -3.011 -1.914  0.5929
Br: 3.971 -6.097 -1.318  0.5428
Br: 6.365 -4.032 -1.805  0.5618
H: 4.599 -4.055 -0.067  -0.0788
C: -0.693 2.477 8.143  -1.6240
Br: -2.569 2.018 8.155  0.5512
Br: -0.298 3.912 6.909  0.5495
Br: -0.042 2.862 9.919  0.5920
H: -0.156 1.603 7.790  -0.1046
C: 6.020 8.775 4.117  -1.5978
Br: 6.806 9.394 5.769  0.5867
Br: 7.334 7.964 2.956  0.5533
Br: 4.512 7.593 4.434  0.5129
H: 5.635 9.647 3.600  -0.0261
C: 4.317 3.871 -5.209  -1.6201
Br: 4.323 3.582 -3.295  0.5053
Br: 3.231 5.392 -5.699  0.5774
Br: 6.110 4.004 -5.916  0.5588
H: 3.860 2.996 -5.661  -0.1119
C: 8.870 2.521 -8.958  -1.6266
Br: 8.867 2.222 -7.048  0.5234
Br: 7.789 4.046 -9.448  0.5623
Br: 10.665 2.657 -9.660  0.5813
H: 8.416 1.649 -9.416  -0.0897
C: -0.070 7.722 2.755  -1.6130
Br: 1.357 7.155 1.581  0.5499
Br: -1.522 8.543 1.780  0.5803
Br: -0.689 6.274 3.877  0.5226
H: 0.341 8.480 3.413  -0.0247
C: 5.703 -1.588 -13.337  -1.6137
Br: 6.091 -2.744 -11.837  0.5157
Br: 4.774 0.015 -12.780  0.5604
Br: 7.293 -1.179 -14.357  0.5760
H: 5.034 -2.131 -13.995  -0.0291
C: 6.232 -7.086 2.376  -1.6055
Br: 5.176 -8.523 3.120  0.5786
Br: 6.789 -7.468 0.566  0.5539
Br: 5.318 -5.384 2.504  0.5737
H: 7.131 -7.008 2.977  -0.0271



[2]
This record from the Open Molecules 2025 dataset describes a molecular structure, C35H48Cl2NO2P3Re at a distorted geometry. The level of theory is the ωB97M-V functional and the def2-TZVPD basis.

The charge is +2. As for the HOMO energy (alpha / beta): -11.87 / -12.68 eV. Its frontier orbital gap (alpha / beta) is 7.355 / 3.602 eV. The multiplicity is 4.

Each line ends with the Löwdin charge.
Geometry (Å):
P: 3.531 -1.472 0.315  1.2646
C: 4.265 -3.146 0.522  -0.3688
C: 5.225 -3.688 -0.330  -0.0647
H: 5.578 -3.114 -1.175  0.1087
C: 5.733 -4.959 -0.100  -0.0384
H: 6.476 -5.368 -0.772  0.1214
C: 5.295 -5.701 0.987  -0.0289
H: 5.694 -6.691 1.166  0.1238
C: 4.339 -5.169 1.843  -0.0445
H: 3.988 -5.744 2.689  0.1204
C: 3.821 -3.906 1.605  -0.0871
H: 3.064 -3.502 2.266  0.1112
C: 4.160 -0.996 -1.347  -0.3777
C: 3.423 -1.426 -2.453  -0.1027
H: 2.518 -2.001 -2.300  0.1048
C: 3.841 -1.127 -3.740  -0.0574
H: 3.262 -1.471 -4.587  0.1157
C: 4.990 -0.373 -3.941  -0.0404
H: 5.312 -0.130 -4.945  0.1208
C: 5.720 0.070 -2.848  -0.0424
H: 6.616 0.659 -2.997  0.1207
C: 5.312 -0.242 -1.559  -0.0647
H: 5.891 0.101 -0.714  0.1097
C: 4.603 -0.461 1.417  -0.3671
C: 5.782 -0.925 1.997  -0.0613
H: 6.111 -1.937 1.807  0.1103
C: 6.536 -0.095 2.815  -0.0374
H: 7.449 -0.469 3.260  0.1221
C: 6.128 1.209 3.056  -0.0325
H: 6.719 1.855 3.693  0.1230
C: 4.955 1.680 2.482  -0.0481
H: 4.627 2.694 2.671  0.1180
C: 4.193 0.847 1.677  -0.0910
H: 3.271 1.214 1.243  0.0901
Re: -2.723 -0.239 0.066  0.9418
C: -2.519 1.422 -1.108  -0.2350
C: -1.315 1.866 -1.555  -0.3719
H: -3.423 1.958 -1.379  0.0214
C: -0.130 1.036 -1.143  -0.3854
O: 0.829 1.852 -0.463  -0.0240
H: 1.602 1.310 -0.259  0.0674
C: -0.731 -0.019 -0.295  -0.3043
H: 0.343 0.560 -2.013  0.1448
C: -0.857 -0.999 0.512  -0.1655
Cl: -5.079 0.311 -0.047  0.0936
Cl: -3.391 -2.233 1.443  0.0785
P: -3.153 -1.732 -1.798  0.6737
C: -4.748 -2.594 -1.731  -0.2718
H: -5.553 -1.868 -1.778  0.0196
H: -4.818 -3.120 -0.785  0.0154
H: -4.829 -3.293 -2.560  0.0575
C: -3.135 -0.928 -3.438  -0.2346
H: -2.175 -0.445 -3.602  0.0291
H: -3.913 -0.169 -3.460  0.0468
H: -3.316 -1.646 -4.235  0.0551
C: -1.910 -3.063 -1.902  -0.2416
H: -1.922 -3.609 -0.963  0.0377
H: -0.919 -2.641 -2.050  0.0297
H: -2.136 -3.743 -2.720  0.0543
P: -1.077 3.342 -2.486  0.8983
C: -2.656 3.957 -3.110  -0.1606
C: 0.020 3.042 -3.895  -0.1562
H: -3.313 4.214 -2.285  0.0676
H: -3.136 3.199 -3.722  0.0678
H: -2.486 4.848 -3.709  0.0703
H: 0.985 2.699 -3.534  0.0598
H: 0.164 3.959 -4.460  0.0689
H: -0.410 2.286 -4.546  0.0650
C: -0.322 4.669 -1.511  -0.1550
H: -0.980 4.927 -0.686  0.0688
H: -0.155 5.551 -2.126  0.0685
H: 0.622 4.315 -1.110  0.0509
H: -0.470 -1.789 1.125  0.0538
O: -2.634 0.941 1.675  -0.1995
C: -3.521 1.103 2.564  -0.3665
C: -4.477 -0.022 3.004  -0.2367
C: -5.340 0.031 4.264  -0.2118
C: -6.405 1.095 4.261  -0.2253
C: -5.776 2.443 4.564  -0.1997
C: -4.911 3.006 3.437  -0.1669
N: -3.635 2.367 3.080  0.1074
H: -5.141 -0.402 2.228  0.0135
H: -3.781 -0.806 3.340  0.0625
H: -5.862 -0.955 4.324  0.1341
H: -4.723 0.121 5.183  0.1274
H: -6.996 1.088 3.316  0.1331
H: -7.109 0.866 5.094  0.1251
H: -6.631 3.146 4.694  0.1268
H: -5.219 2.416 5.524  0.1271
H: -5.541 3.056 2.520  0.1330
H: -4.691 4.057 3.717  0.1284
H: -2.899 3.042 2.827  0.1578



[3]
This record from the Open Molecules 2025 dataset describes a molecular structure, C35H49Cl5GeN3O6P2Pd at a distorted geometry. The level of theory is the ωB97M-V functional and the def2-TZVPD basis.

The calculation puts the energy above the lowest of the compared OMol25 structures with the same formula, charge and spin at 0.0 kJ/mol. The charge is +1. As for the HOMO energy (alpha / beta): -10.00 / -10.00 eV. Its frontier orbital gap (alpha / beta) is 6.444 / 6.444 eV. The multiplicity is 1.

Each line ends with the Löwdin charge.
Geometry (Å):
Pd: -1.349 -0.801 0.370  0.7275
C: -1.595 -4.076 -3.719  -0.0350
C: -0.336 -3.290 -3.412  -0.4155
C: 0.901 -3.905 -4.035  -0.0251
O: -0.459 -1.940 -3.976  -0.1848
P: -1.257 -0.808 -3.226  0.4747
O: -1.903 -1.226 -1.967  -0.2916
C: -0.025 0.502 -2.923  -0.1878
P: 1.215 -0.191 -1.777  0.4891
O: 0.618 -1.053 -0.727  -0.3187
O: 2.184 -1.065 -2.639  -0.1726
C: 3.438 -0.759 -3.314  -0.3991
C: 3.315 0.456 -4.217  -0.0351
C: 4.565 -0.639 -2.303  -0.0303
O: 2.121 1.015 -1.286  -0.1878
C: 1.723 2.358 -0.909  -0.4322
C: 3.016 3.101 -0.635  -0.0323
C: 0.808 2.375 0.298  -0.0401
O: -2.369 -0.248 -4.188  -0.1641
C: -2.332 0.266 -5.548  -0.4077
C: -1.456 -0.558 -6.474  -0.0401
C: -1.941 1.735 -5.541  -0.0403
H: -1.531 -5.064 -3.264  0.0945
H: -1.716 -4.189 -4.798  0.0929
H: -2.466 -3.563 -3.315  0.0493
H: -0.207 -3.190 -2.333  0.1255
H: 0.813 -3.899 -5.122  0.0926
H: 1.005 -4.934 -3.694  0.0935
H: 1.788 -3.345 -3.743  0.0625
H: -0.553 1.343 -2.470  0.0736
H: 0.465 0.822 -3.842  0.0657
H: 3.600 -1.645 -3.929  0.1394
H: 3.067 1.342 -3.632  0.0734
H: 2.554 0.300 -4.984  0.0815
H: 4.268 0.630 -4.716  0.0945
H: 4.417 0.231 -1.665  0.0718
H: 5.515 -0.545 -2.827  0.0923
H: 4.597 -1.530 -1.676  0.0919
H: 1.213 2.812 -1.766  0.1381
H: 3.536 2.633 0.202  0.0939
H: 2.804 4.139 -0.378  0.0928
H: 3.669 3.079 -1.507  0.0832
H: 1.359 2.060 1.184  0.0864
H: -0.040 1.703 0.163  0.0317
H: 0.433 3.387 0.453  0.0990
H: -3.373 0.183 -5.860  0.1462
H: -0.417 -0.535 -6.144  0.0741
H: -1.521 -0.148 -7.481  0.0942
H: -1.782 -1.597 -6.495  0.0869
H: -0.869 1.860 -5.378  0.0706
H: -2.487 2.267 -4.760  0.0859
H: -2.194 2.181 -6.502  0.0920
N: 2.653 1.359 6.099  0.1687
C: 3.854 1.537 6.732  -0.1878
C: 4.237 2.263 7.845  -0.0191
C: 5.577 2.206 8.193  -0.0796
C: 6.492 1.436 7.462  -0.0858
C: 6.107 0.700 6.362  -0.0058
C: 4.759 0.741 5.985  -0.2315
N: 4.116 0.117 4.969  0.1854
C: 2.855 0.507 5.039  -0.2747
C: 1.851 0.125 4.094  -0.1186
C: 2.111 -0.862 3.130  0.0226
C: 1.146 -1.210 2.221  -0.1025
N: -0.057 -0.620 2.163  0.0045
C: -0.308 0.337 3.065  -0.1372
C: 0.578 0.716 4.042  0.0114
H: 1.777 1.756 6.387  0.1554
H: 3.533 2.845 8.426  0.1109
H: 5.918 2.773 9.048  0.1053
H: 7.527 1.422 7.774  0.1045
H: 6.813 0.116 5.787  0.1133
H: 3.080 -1.341 3.140  0.1203
H: 1.320 -1.982 1.484  0.1112
H: -1.268 0.822 2.982  0.0611
H: 0.300 1.498 4.735  0.1129
Cl: -3.045 1.450 -0.372  0.7755
C: -3.975 -0.001 -0.487  -0.6330
C: -3.524 -1.054 0.374  -0.5272
C: -3.685 -2.369 -0.169  -0.6286
Cl: -2.479 -3.497 0.319  0.7719
C: -4.588 -2.614 -1.179  -0.6989
Cl: -4.865 -4.219 -1.723  0.7299
C: -5.263 -1.548 -1.790  -0.6937
Cl: -6.450 -1.842 -2.979  0.7331
C: -4.845 -0.234 -1.525  -0.7102
Cl: -5.378 1.059 -2.517  0.7239
C: -3.673 2.502 2.570  -0.2449
Ge: -3.906 0.559 2.831  0.8126
C: -3.313 0.157 4.674  -0.2119
C: -5.809 0.076 2.652  -0.1901
C: -3.034 -0.819 1.688  -0.2913
H: -3.966 2.976 3.509  0.0264
H: -4.316 2.878 1.778  0.0044
H: -2.643 2.778 2.348  0.0016
H: -4.171 0.183 5.347  0.0241
H: -2.591 0.895 5.027  0.0100
H: -2.855 -0.830 4.743  0.0230
H: -6.416 0.723 3.286  0.0270
H: -5.961 -0.956 2.969  0.0299
H: -6.152 0.176 1.622  0.0178
H: -2.891 -1.730 2.267  0.0529



[4]
This record from the Open Molecules 2025 dataset describes a molecular structure, C35H49O6PPdS2. The level of theory is the ωB97M-V functional and the def2-TZVPD basis.

The calculation puts the energy above the lowest of the compared OMol25 structures with the same formula, charge and spin at 0.8 kJ/mol. As for the HOMO energy: -8.65 eV. Its frontier orbital gap is 7.235 eV. The multiplicity is 1.

Each line ends with the Löwdin charge.
Geometry (Å):
Pd: -0.023 0.273 -0.164  0.8691
C: -0.125 -0.444 -6.018  -0.0538
C: 0.686 -0.363 -4.720  -0.3650
C: 1.994 0.392 -4.934  -0.0650
C: -0.172 0.208 -3.617  -0.1603
C: -1.099 -0.619 -3.002  0.0026
C: -1.879 -0.220 -1.926  -0.1249
C: -2.835 -1.250 -1.311  -0.3481
C: -4.270 -0.763 -1.077  -0.0490
C: -2.883 -2.570 -2.085  -0.0621
C: -1.692 1.123 -1.419  -0.1957
C: -0.821 2.011 -2.147  -0.1429
C: -0.067 1.528 -3.196  0.0085
C: -0.741 3.497 -1.852  -0.3670
C: 0.702 4.014 -1.859  -0.0637
C: -1.565 4.285 -2.878  -0.0399
C: -2.705 1.784 -0.519  -0.2199
C: -3.826 2.356 -1.125  -0.0508
C: -4.788 3.005 -0.379  -0.0482
C: -4.646 3.101 1.002  -0.0565
C: -3.540 2.547 1.616  -0.0805
C: -2.559 1.889 0.866  -0.2714
P: -1.109 1.076 1.603  1.1296
C: -0.043 2.374 2.449  -0.6394
C: -0.876 3.393 3.237  -0.0797
C: 1.001 1.718 3.364  -0.0746
C: 0.717 3.140 1.367  -0.0935
C: -1.713 -0.185 2.851  -0.6373
C: -2.141 0.430 4.191  -0.0786
C: -2.928 -0.925 2.285  -0.0719
C: -0.596 -1.211 3.085  -0.0794
H: 0.466 -0.915 -6.805  0.0808
H: -0.405 0.557 -6.357  0.0851
H: -1.039 -1.024 -5.885  0.0772
H: 0.932 -1.382 -4.407  0.1489
H: 1.820 1.381 -5.365  0.0788
H: 2.627 -0.157 -5.631  0.0830
H: 2.536 0.510 -3.995  0.0758
H: -1.158 -1.642 -3.336  0.1146
H: -2.382 -1.497 -0.351  0.0940
H: -4.698 -0.339 -1.989  0.0911
H: -4.358 -0.024 -0.285  0.0529
H: -4.886 -1.617 -0.793  0.0838
H: -3.267 -2.430 -3.099  0.0917
H: -3.562 -3.252 -1.573  0.0862
H: -1.902 -3.038 -2.128  0.0663
H: 0.637 2.188 -3.680  0.1159
H: -1.180 3.680 -0.871  0.1102
H: 1.067 4.140 -2.880  0.0806
H: 1.384 3.339 -1.343  0.0751
H: 0.750 4.993 -1.379  0.0886
H: -1.192 4.093 -3.887  0.0867
H: -1.477 5.356 -2.683  0.0864
H: -2.621 4.023 -2.851  0.0632
H: -3.944 2.255 -2.197  0.1291
H: -5.654 3.432 -0.868  0.1122
H: -5.397 3.605 1.595  0.1093
H: -3.439 2.630 2.689  0.0896
H: -1.491 2.944 4.014  0.0623
H: -1.516 3.981 2.578  0.0776
H: -0.184 4.083 3.724  0.0942
H: 0.567 1.259 4.249  0.0654
H: 1.677 2.507 3.705  0.0959
H: 1.594 0.977 2.831  0.0682
H: 0.041 3.632 0.672  0.0567
H: 1.396 2.492 0.813  0.0640
H: 1.315 3.915 1.853  0.1017
H: -2.985 1.113 4.092  0.0704
H: -1.332 0.939 4.708  0.0607
H: -2.469 -0.391 4.833  0.0940
H: -3.754 -0.256 2.041  0.0762
H: -3.275 -1.624 3.049  0.0979
H: -2.670 -1.516 1.412  0.0687
H: 0.281 -0.777 3.561  0.0723
H: -0.273 -1.705 2.169  0.0427
H: -0.987 -1.985 3.751  0.1007
O: 3.749 0.621 0.087  -0.2765
S: 2.652 -0.251 -0.210  0.5339
O: 1.872 0.116 -1.407  -0.3526
O: 1.653 -0.319 0.920  -0.4136
C: 3.318 -1.878 -0.471  -0.2243
C: 4.700 -1.904 -0.624  -0.0596
C: 5.355 -3.091 -0.911  -0.0700
C: 4.622 -4.256 -1.049  -0.0617
C: 3.244 -4.232 -0.895  -0.0526
C: 2.568 -3.055 -0.599  -0.2021
S: 0.798 -3.262 -0.312  0.4563
O: 0.446 -4.457 -1.047  -0.3224
O: 0.683 -3.354 1.128  -0.3162
O: 0.156 -2.065 -0.870  -0.3870
H: 5.254 -0.983 -0.518  0.1070
H: 6.430 -3.096 -1.025  0.1056
H: 5.117 -5.191 -1.277  0.1072
H: 2.660 -5.135 -1.003  0.1111